[1]
14
Properties=species:S:1:pos:R:3:forces:R:3:lowdin_charge:R:1 method="wB97M-V/def2-TZVPD" homo_lumo_gap_ev="7.1369 / 7.1332" charge=+1 fmax_ev_per_a=3.62
C -0.581 -0.620 -0.072 -0.1218 0.2957 -0.7129 -0.24
C 0.345 -1.796 -0.206 -0.1547 3.4481 -0.2583 0.02
C 0.565 0.350 -1.999 -1.4377 1.3648 0.0871 -0.20
N -0.547 0.090 -1.192 -0.7896 -0.3578 -0.8886 0.07
N 1.322 -1.586 -1.005 1.0449 0.1354 -1.2856 0.08
N 1.581 -0.664 -1.741 1.8392 -0.6864 0.8008 0.15
N -0.169 0.543 1.315 -0.1000 -0.9673 0.1274 0.17
H -1.591 -0.970 0.192 0.4168 0.3748 0.4908 0.16
H 0.291 -2.651 0.317 -0.9379 -3.2779 1.2300 0.10
H 0.295 0.495 -3.064 0.0826 -0.2788 0.5099 0.15
H 1.165 1.275 -1.719 -0.3570 -0.8564 -0.1955 0.17
H -1.012 0.860 1.865 1.4723 -0.4156 -0.6538 0.15
H 0.162 1.239 0.645 -0.0326 0.3000 0.9127 0.10
H 0.605 0.111 1.865 -0.9246 0.9214 -0.1639 0.14

=====

[2]
14
Properties=species:S:1:pos:R:3:forces:R:3:lowdin_charge:R:1 method="wB97M-V/def2-TZVPD" homo_lumo_gap_ev=6.2844 charge=+1 fmax_ev_per_a=5.74
C 2.100 2.155 -1.358 -0.9283 -3.3382 1.7346 0.01
C 2.369 1.100 -0.496 -3.4878 3.2458 -3.1976 0.07
C 0.749 -0.367 0.640 2.0038 -2.3271 -1.7777 0.28
N 0.703 2.148 -1.578 -1.1400 -0.5987 -0.1646 0.09
N 0.089 1.238 -0.961 0.2701 2.1130 -0.4665 0.11
N 1.051 0.557 -0.218 2.5607 -0.6601 1.5599 -0.12
N -2.402 -0.771 0.721 1.8520 0.3894 1.3772 0.03
H 2.687 2.759 -2.006 0.5945 0.5389 0.1797 0.12
H 3.287 0.811 -0.180 2.1910 -1.4206 1.3897 0.10
H 1.577 -1.172 0.851 -1.3396 2.1572 0.4602 0.19
H -0.292 -0.648 0.771 -0.6971 0.1372 0.2291 0.06
H -2.448 -0.472 -0.216 -0.7048 -0.0608 -0.8460 0.01
H -2.849 -1.580 1.106 -0.3298 0.1069 -0.3442 0.03
H -2.096 -0.055 1.372 -0.8447 -0.2829 -0.1338 0.03

=====

[3]
14
Properties=species:S:1:pos:R:3:forces:R:3:lowdin_charge:R:1 method="wB97M-V/def2-TZVPD" homo_lumo_gap_ev=9.0459 smiles="[NH3+]N1CN=CC=N1" charge=+1 fmax_ev_per_a=5.03
N 1.998 0.267 -0.021 0.9012 -0.7600 0.1104 0.21
N 0.614 0.044 -0.346 -1.2395 -1.3125 0.7090 -0.15
C -0.135 -1.260 -0.043 2.7349 -2.3061 0.7734 -0.17
N -1.495 -1.047 0.114 -1.1230 -0.1129 -0.9740 0.08
C -2.083 0.089 -0.052 -1.6340 -4.7174 0.5747 -0.10
C -1.301 1.226 -0.017 1.6589 2.6946 1.1862 -0.09
N -0.022 1.120 0.100 -0.7602 2.8589 -0.5452 0.05
H 2.529 -0.160 -0.808 0.1397 -0.1741 1.0905 0.19
H 2.430 0.126 0.991 -1.2216 0.0576 -2.1951 0.24
H 1.946 1.245 -0.278 0.8780 1.0395 0.5857 0.15
H 0.260 -1.909 0.860 -0.5395 1.6703 -1.1398 0.16
H 0.204 -1.901 -0.900 -1.1650 0.3976 0.4771 0.14
H -3.180 -0.013 0.116 0.8630 0.8962 -0.4306 0.15
H -1.764 2.174 0.286 0.5072 -0.2315 -0.2225 0.14

=====

Number 1: DFT total energy -337.0919 hartree. Number 2: DFT total energy -337.1343 hartree. Number 3: DFT total energy -337.1331 hartree.